The following is a quantum chemistry calculation of one molecule with the formula C2H7N3S at a distorted geometry, from the Open Molecules 2025 dataset.

As for the maximum force: 5.14 eV/A. The calculation puts the energy above the lowest of the compared OMol25 structures with the same formula, charge and spin at 53.0 kcal per mole. The calculation puts the HOMO energy at -9.1 eV. The value obtained for the total energy is -17490.61318 eV. The structure (SMILES) is [H]/N=C(\CN)NS. As for the net charge: 0.

Element x y z (Å)
H -1.948 -1.599 0.270
N -0.986 -1.832 -0.039
C -0.126 -0.949 0.206
C -0.575 0.401 0.774
N -0.492 1.313 -0.504
N 1.139 -0.805 -0.466
S 2.711 -0.256 0.242
H -1.706 0.234 1.146
H -0.096 0.850 1.678
H -1.265 0.862 -1.142
H -0.736 2.191 -0.215
H 1.265 -1.403 -1.372
H 2.816 0.993 -0.578